Density functional theory data (ωB97M-V/def2-TZVPD) for a 2-piece molecular cluster, C6H10O overall at a distorted geometry.

As for the charge: 0. Its SMILES is C=CC(=C)C.C=O. For the HOMO energy, the calculation gives -0.29829 Ha. For the HOMO-LUMO gap, the calculation gives 0.3216 Eh.

Last column: Löwdin charge in e.
Positions of all 17 atoms, in Å:
1 C 1.251 -1.723 0.412  -0.10
2 C -1.374 -0.882 -0.403  -0.05
3 C -0.281 0.308 -0.451  -0.41
4 C -0.407 1.181 0.730  -0.16
5 C 0.060 0.787 -1.667  0.04
6 C 0.623 1.735 1.359  0.02
7 O 1.570 -0.727 -0.249  -0.06
8 H 0.964 -1.631 1.467  0.09
9 H 1.287 -2.730 -0.023  0.09
10 H -1.418 1.407 1.048  0.11
11 H 0.927 1.413 -1.801  0.07
12 H -0.372 0.410 -2.578  0.06
13 H -1.228 -1.578 0.425  0.06
14 H -2.334 -0.382 -0.240  0.07
15 H -1.396 -1.437 -1.333  0.07
16 H 1.636 1.566 1.030  0.06
17 H 0.490 2.283 2.275  0.05

***

Density functional theory data (ωB97M-V/def2-TZVPD) for one molecule with the formula C6H9NO2 at a distorted geometry.

As for the charge: 0. Its SMILES is CC(=C=N)[C@@](C)(O)C=O. For the HOMO energy, the calculation gives -0.29212 Ha. For the HOMO-LUMO gap, the calculation gives 0.2910 Eh.

Last column: Löwdin charge in e.
Positions of all 18 atoms, in Å:
1 C 1.512 -0.952 -0.656  -0.02
2 C -2.075 -0.357 -0.555  -0.03
3 C 0.518 0.200 -0.561  -0.50
4 C -0.589 0.027 1.435  -0.16
5 C -0.763 -0.126 0.132  -0.23
6 C 1.213 1.224 0.643  -0.17
7 O 0.444 0.874 -1.767  0.03
8 N -0.781 -0.139 2.642  0.19
9 O 1.882 0.932 1.594  0.06
10 H -0.373 0.676 -2.239  0.10
11 H -0.230 0.343 3.344  0.09
12 H 1.244 2.256 0.241  0.13
13 H 1.095 -1.716 -1.314  0.09
14 H 1.685 -1.383 0.326  0.09
15 H 2.457 -0.601 -1.067  0.09
16 H -2.896 -0.314 0.158  0.09
17 H -2.245 0.396 -1.325  0.07
18 H -2.098 -1.342 -1.030  0.09

***

Density functional theory data (ωB97M-V/def2-TZVPD) for one molecule with the formula C4H7NO2.

As for the charge: 0. Its SMILES is C[C@H]1CNC(=O)O1. For the HOMO energy, the calculation gives -0.37403 Ha. For the HOMO-LUMO gap, the calculation gives 0.4017 Eh.

Last column: Löwdin charge in e.
Positions of all 14 atoms, in Å:
1 C 1.595 0.082 0.682  -0.03
2 C 0.409 -0.689 0.133  -0.33
3 C -0.963 -0.203 0.644  -0.13
4 N -1.355 0.693 -0.424  0.09
5 C -0.609 0.450 -1.568  -0.56
6 O -0.763 0.947 -2.650  0.11
7 O 0.359 -0.458 -1.281  0.05
8 H 1.475 1.149 0.463  0.09
9 H 2.511 -0.267 0.196  0.09
10 H 1.693 -0.050 1.764  0.09
11 H 0.530 -1.764 0.288  0.15
12 H -0.870 0.320 1.603  0.12
13 H -1.676 -1.028 0.765  0.12
14 H -2.336 0.819 -0.617  0.14

***

Density functional theory data (ωB97M-V/def2-TZVPD) for one molecule with the formula C4H12N2O at a distorted geometry.

As for the charge: 0. Its SMILES is NCCNCCO. For the HOMO energy, the calculation gives -0.32019 Ha. For the HOMO-LUMO gap, the calculation gives 0.3556 Eh.

Last column: Löwdin charge in e.
Positions of all 19 atoms, in Å:
1 N -1.601 -1.216 -0.142  -0.02
2 C -1.454 0.079 0.627  -0.24
3 C -0.198 0.158 1.508  -0.22
4 N 0.924 -0.410 0.800  -0.09
5 C 1.661 0.514 -0.146  -0.20
6 C 0.992 0.728 -1.523  -0.30
7 O 0.551 -0.415 -2.262  -0.13
8 H 0.326 -1.085 -1.458  0.12
9 H -1.225 -1.996 0.427  0.07
10 H -2.566 -1.243 -0.333  0.05
11 H -1.566 0.722 -0.263  0.09
12 H -2.392 0.191 1.160  0.09
13 H -0.362 -0.433 2.330  0.08
14 H 0.031 1.202 1.731  0.12
15 H 0.795 -1.407 0.666  0.10
16 H 2.749 0.253 -0.218  0.10
17 H 1.778 1.591 0.386  0.15
18 H 0.081 1.269 -1.070  0.09
19 H 1.475 1.498 -2.219  0.13

***

Density functional theory data (ωB97M-V/def2-TZVPD) for C46H69Ge3N4PdSi3 as an isolated structure.

As for the charge: +1. For the HOMO energy (spin up / spin down), the calculation gives -0.32165 / -0.37013 Ha. For the HOMO-LUMO gap (spin up / spin down), the calculation gives 0.2042 / 0.1764 Eh. The multiplicity is 5.

Last column: Löwdin charge in e.
Positions of all 126 atoms, in Å:
1 Pd 0.224 -0.452 0.008  0.70
2 C -4.245 3.557 0.574  -0.07
3 C -2.886 3.589 0.861  -0.07
4 C -2.151 2.419 0.896  -0.04
5 C -2.761 1.181 0.672  -0.27
6 C -4.131 1.164 0.364  -0.05
7 C -4.858 2.339 0.316  -0.06
8 N -1.994 0.017 0.680  0.12
9 C -2.565 -1.136 1.135  -0.27
10 C -3.715 -1.172 1.947  -0.03
11 C -4.281 -2.370 2.330  -0.06
12 C -3.695 -3.567 1.932  -0.05
13 C -2.518 -3.570 1.192  -0.01
14 C -1.934 -2.375 0.808  -0.24
15 N -0.725 -2.290 0.128  -0.14
16 N -0.092 -3.428 -0.055  0.06
17 C 1.207 -3.270 -0.423  -0.40
18 C 1.968 -4.451 -0.540  -0.02
19 C 3.301 -4.375 -0.840  -0.05
20 C 3.874 -3.117 -1.039  -0.05
21 C 3.068 -2.006 -0.929  -0.15
22 N 1.761 -2.045 -0.639  0.05
23 H -4.818 4.472 0.542  0.11
24 H -2.396 4.531 1.065  0.11
25 H -1.106 2.452 1.146  0.07
26 H -4.612 0.226 0.127  0.10
27 H -5.910 2.303 0.065  0.12
28 H -4.126 -0.243 2.314  0.12
29 H -5.160 -2.373 2.959  0.11
30 H -4.137 -4.509 2.226  0.11
31 H -2.028 -4.493 0.921  0.11
32 H 1.468 -5.392 -0.365  0.12
33 H 3.900 -5.273 -0.913  0.12
34 H 4.921 -2.999 -1.273  0.11
35 H 3.489 -1.028 -1.096  0.08
36 C 1.918 1.983 5.648  -0.22
37 Ge 2.094 2.620 3.806  0.75
38 C 3.963 3.195 3.591  -0.24
39 C 1.009 4.240 3.520  -0.25
40 Ge 1.219 0.769 2.395  0.92
41 C -0.423 0.370 3.429  -0.32
42 C -0.715 -0.915 3.880  -0.11
43 C -1.747 -1.148 4.779  -0.08
44 C -2.527 -0.099 5.236  -0.08
45 C -2.259 1.189 4.795  -0.07
46 C -1.211 1.416 3.915  -0.15
47 C 2.371 -0.800 2.751  -0.31
48 C 3.583 -0.634 3.419  -0.12
49 C 4.387 -1.715 3.748  -0.07
50 C 3.991 -3.002 3.418  -0.08
51 C 2.784 -3.194 2.762  -0.07
52 C 1.988 -2.105 2.440  -0.15
53 H 2.156 2.793 6.336  0.03
54 H 2.614 1.166 5.824  0.02
55 H 0.910 1.629 5.855  0.01
56 H 4.125 3.969 4.343  0.03
57 H 4.159 3.631 2.616  0.01
58 H 4.687 2.404 3.771  0.01
59 H 1.657 5.114 3.577  0.02
60 H 0.243 4.336 4.287  0.02
61 H 0.525 4.244 2.543  0.00
62 H -0.122 -1.761 3.559  0.08
63 H -1.939 -2.157 5.118  0.11
64 H -3.328 -0.279 5.940  0.11
65 H -2.849 2.022 5.152  0.11
66 H -1.008 2.435 3.616  0.07
67 H 3.922 0.357 3.686  0.06
68 H 5.322 -1.552 4.266  0.11
69 H 4.613 -3.847 3.677  0.11
70 H 2.457 -4.193 2.503  0.11
71 H 1.049 -2.294 1.929  0.06
72 C -0.185 3.491 -2.892  -0.21
73 Si -1.271 2.014 -3.261  0.33
74 C -1.380 1.938 -5.136  -0.21
75 C -2.971 2.406 -2.589  -0.20
76 Ge -0.614 -0.185 -2.367  0.76
77 Si 0.936 -1.194 -4.363  0.50
78 C 2.416 -0.070 -4.462  -0.19
79 C 1.363 -2.939 -3.874  -0.19
80 C 0.101 -1.226 -6.024  -0.19
81 Si -2.389 -1.801 -3.143  0.38
82 C -3.096 -1.389 -4.826  -0.19
83 C -3.831 -1.523 -1.988  -0.18
84 C -1.805 -3.569 -3.148  -0.20
85 H -0.695 4.345 -3.347  0.05
86 H 0.805 3.428 -3.338  0.03
87 H -0.077 3.700 -1.828  0.01
88 H -2.039 2.741 -5.471  0.04
89 H -1.773 1.006 -5.530  -0.01
90 H -0.402 2.115 -5.585  0.03
91 H -3.355 3.254 -3.161  0.05
92 H -2.932 2.693 -1.540  0.00
93 H -3.682 1.589 -2.690  0.02
94 H 3.149 -0.284 -3.690  0.02
95 H 2.179 0.992 -4.436  0.03
96 H 2.859 -0.294 -5.436  0.05
97 H 1.030 -3.226 -2.883  0.00
98 H 2.448 -3.054 -3.905  0.05
99 H 0.915 -3.628 -4.589  0.04
100 H -0.370 -0.300 -6.334  0.02
101 H -0.616 -2.040 -6.103  0.02
102 H 0.913 -1.439 -6.725  0.05
103 H -3.436 -0.360 -4.921  0.03
104 H -3.982 -2.024 -4.914  0.05
105 H -2.445 -1.624 -5.663  0.01
106 H -4.147 -0.482 -1.984  0.01
107 H -3.666 -1.847 -0.968  0.01
108 H -4.647 -2.118 -2.407  0.05
109 H -1.284 -3.792 -4.079  0.02
110 H -2.689 -4.209 -3.101  0.05
111 H -1.158 -3.830 -2.314  0.01
112 C 2.485 1.544 -1.627  -0.10
113 C 2.467 1.838 -0.132  -0.65
114 C 2.511 3.359 0.056  -0.04
115 C 3.716 1.224 0.503  -0.06
116 C 1.142 1.318 0.437  -0.36
117 H 3.397 1.926 -2.090  0.10
118 H 1.630 2.000 -2.121  0.03
119 H 2.424 0.473 -1.793  0.02
120 H 3.431 3.772 -0.361  0.10
121 H 2.470 3.630 1.109  0.04
122 H 1.669 3.842 -0.443  0.07
123 H 4.599 1.507 -0.072  0.10
124 H 3.668 0.138 0.549  0.06
125 H 3.866 1.582 1.518  0.04
126 H 0.386 2.081 0.258  0.01

***

Density functional theory data (ωB97M-V/def2-TZVPD) for C16H28Cl2MgN4O8 as an isolated structure at a distorted geometry.

As for the charge: 0. For the HOMO energy, the calculation gives -0.31790 Ha. For the HOMO-LUMO gap, the calculation gives 0.3041 Eh.

Last column: Löwdin charge in e.
Positions of all 59 atoms, in Å:
1 Mg 7.853 2.974 -9.053  0.45
2 Cl 5.762 3.786 -6.156  0.66
3 O 5.072 5.039 -6.336  -0.36
4 O 6.518 3.854 -4.949  -0.32
5 O 4.716 2.803 -6.051  -0.36
6 O 6.677 3.560 -7.292  -0.45
7 Cl 11.044 3.019 -7.525  0.60
8 O 11.781 1.890 -7.130  -0.31
9 O 11.056 3.990 -6.465  -0.32
10 O 11.691 3.638 -8.621  -0.36
11 O 9.770 2.584 -7.953  -0.41
12 C 4.601 4.911 -13.557  -0.10
13 C 5.220 3.510 -13.768  -0.22
14 C 5.010 2.477 -12.555  -0.13
15 C 5.665 2.936 -11.352  -0.13
16 N 6.183 3.255 -10.344  0.17
17 H 3.570 4.863 -13.207  0.08
18 H 4.612 5.416 -14.523  0.07
19 H 5.264 5.462 -12.890  0.07
20 H 6.245 3.634 -14.116  0.09
21 H 4.729 3.041 -14.621  0.10
22 H 5.553 1.566 -12.807  0.12
23 H 3.948 2.302 -12.382  0.13
24 C 10.402 2.492 -15.713  -0.08
25 C 9.634 2.202 -14.351  -0.24
26 C 10.394 2.534 -13.069  -0.16
27 C 9.535 2.495 -11.838  -0.07
28 N 8.921 2.443 -10.849  0.18
29 H 11.351 1.956 -15.713  0.07
30 H 10.638 3.556 -15.679  0.06
31 H 9.855 2.386 -16.650  0.07
32 H 9.465 1.129 -14.255  0.10
33 H 8.669 2.708 -14.372  0.09
34 H 10.834 3.530 -13.114  0.12
35 H 11.236 1.866 -12.891  0.13
36 C 3.605 -0.281 -8.734  -0.08
37 C 4.526 -1.499 -8.983  -0.23
38 C 5.930 -1.308 -8.337  -0.14
39 C 6.584 -0.002 -8.614  -0.07
40 N 7.094 1.043 -8.778  0.18
41 H 4.158 0.586 -9.096  0.05
42 H 3.271 -0.123 -7.709  0.09
43 H 2.756 -0.352 -9.413  0.07
44 H 4.708 -1.714 -10.036  0.10
45 H 4.098 -2.390 -8.523  0.11
46 H 6.573 -2.049 -8.811  0.12
47 H 5.898 -1.461 -7.258  0.13
48 C 8.954 8.131 -7.199  -0.08
49 C 10.294 7.523 -7.728  -0.21
50 C 10.162 6.941 -9.165  -0.15
51 C 9.201 5.839 -9.271  -0.10
52 N 8.414 4.979 -9.302  0.18
53 H 8.208 7.338 -7.146  0.07
54 H 8.578 8.830 -7.946  0.07
55 H 9.112 8.638 -6.247  0.07
56 H 10.556 6.684 -7.083  0.10
57 H 11.125 8.225 -7.786  0.11
58 H 11.086 6.464 -9.493  0.12
59 H 9.921 7.715 -9.893  0.12

***

no.,total energy (Ha)
1,-309.7163
2,-439.1330
3,-361.8779
4,-344.2668
5,-9240.1235
6,-2567.4379